(1)
{
  "formula": "C3H7NO2",
  "method": "the ωB97M-V functional and the def2-TZVPD basis",
  "elements": ["O", "H", "C", "H", "H", "H", "H", "C", "O", "H", "C", "N", "H"],
  "xyz": [[0.39, -0.80, 0.11], [-0.74, -0.28, -1.58], [1.20, 0.26, -0.16], [-1.30, -1.74, -0.69], [-2.73, -0.30, 0.68], [-2.01, 1.16, -0.09], [2.70, -0.37, 1.19], [-1.82, 0.15, 0.28], [0.87, 1.17, -0.89], [3.02, 1.03, 0.25], [-0.94, -0.71, -0.60], [2.46, 0.20, 0.40], [-1.10, 0.21, 1.09]],
  "mulliken_charge": [-0.45, 0.28, 0.68, 0.29, 0.30, 0.27, 0.22, -0.82, -0.59, 0.24, -0.21, -0.43, 0.23],
  "smiles": "CCOC(N)=O",
  "e_homo_ev": -10.29,
  "homo_lumo_gap_ev": 11.25,
  "de_lowest_ev": 0.640
}

(2)
{
  "formula": "C3H7NO3",
  "method": "the ωB97M-V functional and the def2-TZVPD basis",
  "elements": ["H", "N", "H", "H", "H", "O", "C", "H", "H", "O", "H", "C", "O", "C"],
  "xyz": [[-1.66, -1.90, -2.99], [0.45, 0.80, -0.28], [0.03, 0.30, 2.41], [0.13, 1.28, -1.10], [-0.72, -1.53, -1.79], [2.27, 2.05, -0.73], [0.06, -0.37, 0.44], [-1.53, 0.56, 1.62], [-0.97, -1.08, 2.21], [-1.17, -1.18, -2.59], [2.01, 1.31, 1.10], [-0.71, -0.15, 1.71], [0.14, -1.46, -0.07], [1.67, 1.38, 0.06]],
  "mulliken_charge": [0.30, -0.05, 0.30, 0.27, 0.38, -0.52, 0.52, 0.31, 0.34, -0.63, 0.31, -1.00, -0.58, 0.07],
  "smiles": "CC(=O)NC=O.O",
  "e_homo_ev": -10.45,
  "homo_lumo_gap_ev": 10.82,
  "de_lowest_ev": 1.736
}

(3)
{
  "formula": "C26H34As2N4O2PdS",
  "method": "the ωB97M-V functional and the def2-TZVPD basis",
  "elements": ["N", "H", "H", "H", "H", "C", "H", "S", "C", "C", "H", "C", "As", "O", "H", "C", "C", "C", "H", "H", "C", "H", "H", "C", "H", "C", "C", "H", "H", "C", "C", "C", "H", "H", "H", "N", "C", "C", "O", "H", "H", "C", "Pd", "H", "H", "H", "H", "H", "C", "C", "H", "C", "C", "C", "H", "H", "As", "N", "H", "N", "H", "H", "C", "C", "H", "C", "H", "C", "H", "H"],
  "xyz": [[2.30, 0.89, -1.41], [1.83, -4.12, -2.13], [0.85, 4.21, -0.44], [-0.07, 4.14, -2.81], [1.99, -4.21, -0.35], [-1.85, 0.06, -3.98], [-0.59, -4.12, 1.37], [1.65, -1.20, 1.68], [-0.16, 4.37, -0.07], [-2.21, -2.81, -3.01], [-2.68, -0.14, -4.66], [3.38, -1.38, 1.93], [-0.22, -3.27, -0.96], [1.12, -0.41, 2.76], [-1.42, -5.18, 0.18], [2.95, 1.99, -1.75], [-1.19, 3.71, -1.00], [3.52, 2.37, 0.49], [8.03, -2.03, 1.73], [-2.71, 3.51, 0.54], [-1.19, -4.15, 0.47], [1.05, -5.44, -1.21], [7.90, -1.28, 3.21], [-1.48, -5.10, -2.91], [-4.52, -0.59, -2.47], [1.33, -4.39, -1.20], [-3.12, -3.15, -4.01], [4.12, 3.69, -1.11], [6.12, -2.68, 0.41], [-2.60, 3.95, -0.45], [-1.07, 4.31, -2.40], [5.33, -1.06, 3.29], [-2.43, -6.45, -4.27], [-3.90, -4.72, -5.24], [-2.12, -3.61, 0.64], [1.51, -0.52, 0.22], [4.16, -2.02, 0.97], [-3.20, -4.46, -4.46], [1.10, -2.54, 1.52], [-0.34, 5.45, -0.01], [-3.76, -2.40, -4.44], [-1.39, -3.79, -2.45], [-0.24, -0.86, -0.92], [-1.79, 3.85, -3.08], [-0.85, -5.87, -2.48], [-3.70, 0.52, -1.34], [-3.35, 3.50, -1.11], [4.01, 2.93, 1.29], [6.12, -1.70, 2.33], [-3.77, -0.50, -1.69], [-0.91, -0.19, -4.46], [-0.66, 1.08, -1.01], [2.24, 0.60, -0.10], [5.51, -2.18, 1.16], [2.97, 2.22, -2.81], [5.79, -0.69, 4.20], [-2.03, -0.99, -2.37], [2.85, 1.29, 0.87], [-1.83, 1.10, -3.68], [7.47, -1.91, 2.56], [3.35, -0.38, 3.80], [-1.25, 5.38, -2.37], [-0.91, 2.26, -1.05], [3.59, 2.80, -0.82], [-0.22, 3.95, 0.93], [-2.38, -5.43, -3.91], [-4.02, -1.16, -0.86], [3.97, -0.90, 3.08], [-2.80, 5.02, -0.39], [3.69, -2.37, 0.05]],
  "mulliken_charge": [-0.40, 0.37, 0.20, 0.35, 0.28, -0.87, 0.44, 1.32, -1.49, -0.08, 0.44, -0.37, 1.20, -0.77, 0.44, -0.21, 2.13, -0.37, 0.23, 0.39, -1.21, 0.44, 0.23, -0.46, 0.41, -1.06, -0.54, 0.40, 0.29, -1.74, -1.64, -0.77, 0.39, 0.39, 0.32, 0.03, -0.26, -0.70, -0.71, 0.44, 0.31, 0.24, -0.41, 0.36, 0.29, 0.31, 0.34, 0.47, 1.09, -1.07, 0.32, -1.41, 0.37, -0.91, 0.45, 0.29, 1.01, -0.41, 0.11, -0.59, 0.49, 0.44, 0.63, -0.69, 0.39, -0.72, 0.35, -0.29, 0.43, 0.35],
  "e_homo_ev": -7.84,
  "homo_lumo_gap_ev": 8.32,
  "de_lowest_ev": 0.000
}

- Number 2 is which compound?
  C3H7NO3

Please write out number 2 again, unchanged.
{
  "formula": "C3H7NO3",
  "method": "the ωB97M-V functional and the def2-TZVPD basis",
  "elements": ["H", "N", "H", "H", "H", "O", "C", "H", "H", "O", "H", "C", "O", "C"],
  "xyz": [[-1.66, -1.90, -2.99], [0.45, 0.80, -0.28], [0.03, 0.30, 2.41], [0.13, 1.28, -1.10], [-0.72, -1.53, -1.79], [2.27, 2.05, -0.73], [0.06, -0.37, 0.44], [-1.53, 0.56, 1.62], [-0.97, -1.08, 2.21], [-1.17, -1.18, -2.59], [2.01, 1.31, 1.10], [-0.71, -0.15, 1.71], [0.14, -1.46, -0.07], [1.67, 1.38, 0.06]],
  "mulliken_charge": [0.30, -0.05, 0.30, 0.27, 0.38, -0.52, 0.52, 0.31, 0.34, -0.63, 0.31, -1.00, -0.58, 0.07],
  "smiles": "CC(=O)NC=O.O",
  "e_homo_ev": -10.45,
  "homo_lumo_gap_ev": 10.82,
  "de_lowest_ev": 1.736
}